The molecule C5H8O, computed with the ωB97M-V functional and the def2-TZVPD basis.

**HOMO energy**: -0.35313 Eh
**E_tot**: -270.5189 Eh
**SMILES string**: CC(=O)C1CC1

```
14
Properties=species:S:1:pos:R:3:mulliken_charge:R:1
C 1.133 -1.432 -0.653 -1.0870
C 0.609 -0.820 0.627 0.3361
O 0.615 -1.432 1.673 -0.5419
C 0.106 0.607 0.566 0.1545
C -0.628 1.154 -0.624 -0.5709
C -1.365 0.897 0.660 -0.5705
H 0.304 -1.620 -1.347 0.2812
H 1.824 -0.742 -1.148 0.3289
H 1.631 -2.378 -0.429 0.3321
H 0.760 1.299 1.095 0.3667
H -0.832 0.484 -1.457 0.2181
H -0.433 2.182 -0.916 0.2530
H -1.678 1.749 1.256 0.2609
H -2.047 0.052 0.698 0.2388
```